No. 1
{"formula": "C25H39ClIN2O5", "method": "ωB97M-V/def2-TZVPD", "symbols": ["C", "C", "N", "C", "C", "C", "C", "C", "C", "C", "C", "C", "C", "C", "C", "O", "C", "I", "O", "C", "C", "N", "C", "C", "C", "O", "C", "Cl", "H", "H", "H", "H", "H", "H", "H", "H", "H", "H", "H", "H", "H", "H", "H", "H", "H", "H", "H", "H", "H", "H", "H", "H", "H", "H", "H", "H", "H", "H", "H", "O", "C", "O", "C", "C", "C", "H", "H", "H", "H", "H", "H", "H", "H"], "xyz": [[2.0848, 4.6592, -1.2412], [1.9003, 3.3499, -1.1967], [1.5051, 1.8804, -1.2046], [2.8437, 1.2202, -0.9747], [2.8254, -0.3973, -0.9569], [3.1740, -0.8685, 0.5615], [3.8798, -2.3453, 0.5654], [4.7704, -2.6671, 1.8571], [5.5511, -4.0307, 1.9985], [5.4316, -5.0983, 0.8320], [4.5312, -4.7795, -0.4216], [3.7187, -3.4057, -0.6023], [0.8086, 1.7758, -2.5382], [1.6554, 1.8924, -3.9082], [0.6918, 1.2608, -5.0806], [-0.2593, 2.7847, -2.3771], [-0.8277, 2.3889, -1.0604], [-1.6050, 4.3044, -0.2853], [-1.7929, 1.3871, -1.4762], [-3.0819, 1.5408, -0.8074], [-3.8679, 0.1136, -1.0359], [-5.2646, 0.1255, -0.4977], [-6.1040, -0.5447, -1.5737], [-7.4360, -1.2617, -0.9266], [-8.2867, -1.8517, -2.1725], [-6.9861, -2.3944, -0.1094], [0.4468, 1.8617, -0.1406], [-0.1991, 0.2649, 0.5032], [2.3340, 5.7616, -0.9718], [3.3000, 1.6738, -0.0097], [3.5466, 1.5769, -1.8371], [1.8026, -0.8172, -1.3296], [3.6832, -0.7820, -1.6256], [2.2820, -0.8238, 1.2873], [3.9800, -0.1370, 0.9885], [4.8373, -1.8750, 2.6952], [6.1937, -4.1744, 2.9462], [6.0236, -6.0877, 0.9145], [4.4361, -5.5619, -1.2587], [3.0503, -3.1715, -1.5058], [0.4694, 0.6637, -2.5479], [1.8138, 3.0249, -4.1275], [2.6835, 1.3555, -3.8520], [1.2706, 1.0233, -6.0453], [-0.2179, 1.9605, -5.2754], [0.2233, 0.2551, -4.7103], [-3.7579, 2.3656, -1.2389], [-2.9132, 1.6202, 0.3376], [-3.8487, -0.0433, -2.1948], [-3.1891, -0.7083, -0.5559], [-5.6045, 1.0861, -0.3082], [-6.3726, 0.2841, -2.3321], [-5.5318, -1.4189, -2.0963], [-7.9761, -0.4411, -0.3287], [-7.6099, -2.3923, -2.9571], [-8.7818, -0.9753, -2.7664], [-9.0975, -2.5713, -1.7791], [-7.1477, -3.1827, -0.6899], [0.6489, 2.4542, 0.8302], [4.0963, -0.0279, 4.8024], [2.9077, 0.1837, 4.9366], [2.0473, -0.1521, 3.9535], [0.6163, -0.1143, 4.0758], [0.0847, 1.2751, 3.7877], [2.3907, 0.9000, 6.1498], [0.2942, -0.4973, 5.0470], [0.2273, -0.8092, 3.3261], [0.4618, 2.0084, 4.5042], [-1.0071, 1.2852, 3.8248], [0.4070, 1.6073, 2.7974], [2.5099, 1.9762, 6.0088], [2.9751, 0.5820, 7.0157], [1.3511, 0.6757, 6.3848]], "orbital_gap_ev": 7.221, "lumo_ev": -3.19, "spin_multiplicity": 1, "total_charge": 1, "fmax_ev_per_a": 8.0}

---

No. 2
{"formula": "CH38O17", "method": "ωB97M-V/def2-TZVPD", "symbols": ["C", "H", "H", "H", "H", "H", "H", "O", "H", "H", "O", "H", "H", "O", "H", "H", "O", "H", "H", "O", "H", "H", "O", "H", "H", "O", "H", "H", "O", "H", "H", "O", "H", "H", "O", "H", "H", "O", "H", "H", "O", "H", "H", "O", "H", "H", "O", "H", "H", "O", "H", "H", "O", "H", "H", "O"], "xyz": [[1.4403, 2.9035, -2.0370], [1.4288, 1.8562, -1.7562], [0.8902, 3.5050, -1.2813], [1.1764, 3.0642, -3.0074], [2.5162, 3.1685, -1.8720], [-2.9957, 0.9399, -1.9262], [-3.9464, -0.3870, -1.9032], [-3.1970, 0.0509, -2.2957], [3.4775, 1.0774, 3.0016], [3.4574, 1.0453, 1.4670], [3.7783, 1.4596, 2.2821], [-0.6782, -0.7783, -5.0592], [-0.9189, -0.8658, -3.5237], [-0.4196, -0.4316, -4.1956], [0.1226, -0.8452, -0.7645], [-0.5114, 0.5720, -1.1194], [-0.3178, -0.1065, -0.4322], [-1.9165, -2.7335, 2.7567], [-2.3905, -1.3259, 2.0607], [-1.7044, -1.7609, 2.6754], [2.1154, -0.6791, 0.1610], [2.4092, 0.5319, -0.7208], [2.2177, 0.3214, 0.2062], [-1.6030, 1.8940, 0.0159], [-2.2374, 2.0225, 1.3776], [-2.4572, 1.9174, 0.4141], [-1.8148, -2.3391, 0.0682], [-2.3380, -1.6030, -1.1778], [-1.8979, -2.4703, -0.8959], [-0.3196, -3.3641, -0.9423], [0.2425, -4.6845, -1.6060], [0.4241, -3.7373, -1.5220], [1.8230, -0.4562, 4.0171], [1.8917, -1.8864, 3.3078], [2.3080, -1.2560, 3.9039], [-0.1646, 0.7012, 3.4899], [-0.7000, -0.7505, 3.8453], [-0.0980, -0.1004, 4.0464], [1.8471, -2.8083, -0.7583], [2.7093, -3.1714, 0.2919], [2.6814, -2.6208, -0.3924], [-0.0524, 2.0154, 2.2560], [-0.4300, 0.9074, 1.2600], [-0.6067, 1.4561, 1.9834], [-1.1275, 1.0294, -3.6280], [-1.2803, 2.6528, -3.5138], [-1.3483, 1.8616, -2.9546], [0.5738, -0.6238, -2.8407], [1.3321, -1.9425, -2.6373], [1.3096, -1.0242, -2.3146], [2.4047, 3.0577, 2.6567], [1.7142, 2.6675, 3.9090], [1.4957, 2.8645, 3.0067], [-4.2218, -0.2805, 0.9284], [-2.7582, 0.2309, 0.8757], [-3.3349, -0.7414, 0.8132]], "orbital_gap_ev": 9.832, "relative_energy_ev": 1.7270, "lumo_ev": -0.22, "spin_multiplicity": 1, "total_charge": 0, "fmax_ev_per_a": 10.8}

---

No. 3
{"formula": "C7H11N2", "method": "ωB97M-V/def2-TZVPD", "symbols": ["C", "C", "C", "C", "N", "C", "N", "C", "C", "H", "H", "H", "H", "H", "H", "H", "H", "H", "H", "H"], "xyz": [[-3.1448, -0.2885, 0.7755], [-1.9208, -0.7693, 0.7451], [-0.9581, -0.5119, -0.3303], [-1.0197, -0.1906, -1.6049], [0.6656, -0.5173, 0.2110], [1.7350, -1.2518, 0.1831], [2.8020, -1.7005, -0.0637], [0.9679, 0.7393, 0.7104], [1.5277, 1.4815, -0.4142], [-3.7297, -0.5592, 1.6335], [-3.5348, 0.2674, -0.0852], [-1.5896, -1.3242, 1.5667], [-1.8802, -0.0806, -2.2126], [0.0043, -0.1175, -2.0883], [3.5215, -2.2596, 0.2810], [1.5484, 0.4999, 1.6833], [0.0249, 1.2786, 1.0730], [0.7147, 1.8189, -1.0546], [1.9778, 2.4951, -0.0209], [2.2879, 0.9906, -0.9879]], "smiles": "C=CC(=C)N(C#[NH+])CC", "orbital_gap_ev": 9.672, "relative_energy_ev": 5.1292, "lumo_ev": -3.95, "spin_multiplicity": 1, "total_charge": 1, "fmax_ev_per_a": 5.0}

---

Calculated HOMO level, -10.4; -10.0; -13.6 eV (same order as the records).
Calculated total energy, -2218.828447; -1339.864381; -382.435117 a.u. (same order as the records).